ORCA calculation (ωB97M-V with the def2-TZVPD basis set) on C38H53Cl2N10O7RbS2 as an isolated structure.

```
113
C38H53Cl2N10O7RbS2, DFT ωB97M-V with the def2-TZVPD basis set
Rb -1.10 -0.07 0.64
Cl 4.38 6.11 -0.70
Cl 3.82 3.26 -5.33
S -3.61 -5.09 2.06
S -0.54 -1.40 4.38
O -2.02 2.24 1.49
O -2.49 4.28 2.32
O 2.02 1.67 -2.83
O 1.30 0.29 -1.22
O -3.73 -2.43 0.70
O -1.14 -2.14 -1.83
O -0.74 -0.54 5.60
N -2.14 1.35 -1.98
N 1.89 -0.80 1.49
N -0.82 -2.94 1.23
N -0.25 1.83 3.47
N -1.97 -0.93 -3.56
N 1.95 -3.33 0.10
N 1.76 -2.34 -2.81
N 2.88 4.19 -2.73
N -4.86 -2.86 1.20
N -0.78 3.12 3.20
C 2.17 -4.15 -1.08
C -2.51 2.51 -1.43
C -7.34 -3.60 2.18
C 2.63 -3.41 -2.34
C -0.20 -4.23 0.95
C 4.06 4.78 -3.09
C -0.89 0.04 -3.58
C 3.01 -1.70 1.69
C 0.42 6.27 -0.91
C 6.46 5.97 -4.08
C -0.84 2.56 -3.57
C -1.66 -3.68 5.25
C 1.81 1.37 -1.63
C -1.96 -2.52 4.31
C 5.79 5.01 -4.82
C 1.97 4.62 -1.74
C -1.22 3.76 -2.99
C 5.96 6.31 -2.84
C 4.63 4.44 -4.34
C 4.80 5.71 -2.34
C -0.21 -4.06 4.91
C 1.36 5.87 -1.85
C 2.24 2.39 -0.55
C 1.61 3.75 -0.71
C -1.86 3.21 2.26
C 0.06 5.42 0.12
C -2.07 -1.87 -2.58
C 3.17 -2.67 0.52
C -6.24 -4.40 2.35
C -4.95 -4.07 1.87
C -7.19 -2.39 1.49
C -3.38 -2.62 -2.50
C -1.32 1.38 -3.03
C 0.65 4.17 0.21
C 1.31 -4.11 1.15
C -2.07 3.74 -1.90
C 0.58 -2.75 4.90
C -5.95 -2.07 1.02
H 3.64 -3.02 -2.21
H 3.33 2.47 -0.61
H -0.83 4.70 -3.37
H -2.03 -2.87 3.28
H 2.70 3.21 -3.02
H -0.48 0.14 -4.59
H 1.78 -5.11 1.23
H -0.04 7.25 -1.00
H -0.08 -0.34 -2.94
H 3.55 -2.10 -0.33
H 7.36 6.43 -4.45
H 1.45 -3.60 2.10
H -3.24 -3.60 -2.95
H 6.47 7.02 -2.20
H -6.31 -5.34 2.87
H -5.72 -1.16 0.49
H 0.79 -2.61 -2.67
H -2.84 -1.93 4.56
H -4.19 -2.10 -3.02
H 2.71 -4.18 -3.12
H -0.69 5.69 0.86
H 1.86 -1.51 -2.24
H 1.98 2.00 0.43
H 2.86 -2.26 2.63
H -8.30 -3.90 2.57
H 2.90 -4.95 -0.86
H -3.62 -2.74 -1.45
H 1.93 -0.01 2.12
H -0.48 -2.30 0.52
H 1.22 -4.64 -1.32
H -1.00 3.67 4.02
H -2.35 -4.50 5.06
H 3.95 -3.41 0.79
H 0.67 1.94 3.87
H -0.14 2.53 -4.40
H 0.37 3.51 1.02
H 0.21 -4.77 5.62
H -2.37 4.64 -1.38
H -0.19 -4.52 3.92
H -1.74 -3.37 6.29
H -0.43 -4.60 -0.06
H -2.84 -0.64 -3.97
H -0.60 -4.97 1.65
H -8.02 -1.71 1.32
H 1.85 -0.45 0.53
H 1.45 -2.77 4.25
H -3.13 2.46 -0.54
H -0.81 1.34 4.16
H 1.64 6.51 -2.67
H 3.98 -1.20 1.79
H 0.88 -2.44 5.90
H -1.83 -3.02 1.11
H 6.16 4.70 -5.79
```

Properties
E_LUMO = 0.1329 hartree
Total charge = -2

ORCA calculation (ωB97M-V with the def2-TZVPD basis set) on a 17-piece molecular cluster, C38H53Cl48FN2O4P overall in a non-equilibrium geometry.

```
147
C38H53Cl48FN2O4P, DFT ωB97M-V with the def2-TZVPD basis set
Cl -0.45 -0.35 -5.25
Cl -0.49 -2.71 -6.94
Cl -3.51 0.24 -3.11
Cl -4.54 -8.91 0.69
Cl 3.46 15.36 -2.99
Cl 2.87 10.64 7.71
Cl -5.71 -11.19 -0.68
Cl -5.64 11.04 1.14
Cl -2.99 -11.34 0.33
Cl -7.88 -9.01 2.52
Cl -3.16 -6.07 3.70
Cl -0.66 -7.12 4.72
Cl -3.54 -1.30 -0.65
Cl -3.48 -3.26 2.32
Cl -9.03 -6.35 2.30
Cl -2.81 -2.10 -5.38
Cl 0.10 10.50 8.58
Cl -8.51 -7.91 -0.10
Cl -2.80 -12.30 5.53
Cl 5.97 14.08 -3.70
Cl -2.48 2.87 -4.87
Cl -5.53 5.06 2.64
Cl -2.79 -8.94 3.93
Cl -4.89 1.27 -0.76
Cl 5.63 -8.22 -1.55
Cl 1.19 13.00 7.57
Cl -1.19 0.10 5.60
Cl 2.92 10.20 2.56
Cl -5.24 -4.46 0.41
Cl 5.80 15.72 -1.31
Cl -0.69 10.24 3.87
Cl -3.86 7.23 1.68
Cl -3.33 6.03 4.27
Cl -3.44 11.16 3.92
Cl 2.88 -7.32 -1.63
Cl -2.83 2.48 5.83
Cl -0.09 -12.45 6.56
Cl -6.16 -4.10 3.16
Cl -4.82 13.80 0.75
Cl -3.78 0.22 4.31
Cl -1.64 -10.03 6.93
Cl -1.76 11.75 1.63
Cl 1.32 9.85 0.16
Cl -2.91 5.73 -5.16
Cl 4.57 -7.02 -3.97
Cl -4.95 4.06 -3.93
Cl 3.49 11.77 0.19
Cl -7.60 13.17 1.23
P 5.53 3.12 -0.66
F 2.21 0.79 -2.48
O 3.93 0.47 -3.78
O 3.65 -2.43 1.83
O 5.32 -0.17 0.91
O 2.90 2.58 -0.52
N 3.71 2.45 -2.66
N 3.37 5.53 0.66
C -2.84 0.73 5.71
C -4.61 -10.67 0.59
C -1.45 -1.40 -6.26
C -5.18 -3.45 1.85
C 5.52 4.35 0.68
C 2.51 -3.91 -1.30
C -2.41 -7.37 4.62
C -5.94 12.72 1.58
C 3.34 -3.44 -0.29
C 1.14 -3.87 -1.20
C 0.18 -4.37 -2.30
C 3.91 -0.15 1.07
C -0.84 -5.27 -1.62
C 3.32 1.15 -3.04
C -1.02 -5.43 -4.98
C 4.20 -8.02 -2.56
C -2.13 10.59 2.90
C 1.01 -5.05 -3.40
C 3.54 -1.07 2.19
C 3.82 2.67 -1.26
C -3.67 4.14 -5.15
C 0.32 -5.94 -4.44
C 6.51 1.66 -0.17
C -3.52 0.32 -1.36
C -3.91 5.74 2.62
C -1.70 -11.79 6.81
C 1.26 -5.98 -5.67
C -7.97 -7.54 1.55
C 0.61 -3.32 -0.03
C 1.42 -2.84 0.97
C 2.79 -2.89 0.85
C 5.82 0.28 -0.29
C 1.24 11.24 7.45
C 4.94 14.61 -2.38
C 2.22 11.00 1.15
C 0.18 -7.40 -4.00
C -0.54 -3.10 -2.83
C 4.19 4.56 1.39
H -2.62 0.82 -1.05
H -2.80 -7.35 5.63
H 6.82 1.83 0.85
H -0.84 -4.56 -5.59
H -0.18 -2.22 -2.33
H -0.33 -7.94 -4.79
H 1.57 -4.26 -3.88
H 1.17 -7.82 -3.91
H -1.72 -5.11 -4.23
H -4.98 -11.05 1.53
H 0.69 -6.13 -6.58
H -1.86 -0.81 -7.07
H 2.02 -6.73 -5.56
H 3.59 0.86 1.37
H 6.25 3.99 1.39
H 3.37 -0.35 0.15
H -0.40 -5.93 -0.88
H -6.98 -7.12 1.49
H -3.29 0.32 6.60
H 2.55 -0.82 2.54
H 7.36 1.66 -0.83
H 4.41 4.99 2.35
H 2.57 5.75 1.24
H -0.29 -2.97 -3.87
H 5.86 5.29 0.29
H -0.46 -3.25 0.10
H 2.97 5.10 -0.16
H -0.32 -7.52 -3.05
H 5.11 0.25 -1.11
H -2.45 9.66 2.43
H 1.73 -5.67 -2.86
H -1.56 -4.66 -1.08
H 4.59 2.63 -3.14
H 3.89 -9.00 -2.90
H -1.49 -6.18 -5.59
H 6.18 3.72 -1.73
H 3.00 -4.32 -2.16
H 1.01 -2.40 1.86
H -1.41 -5.88 -2.30
H -2.08 -12.17 7.75
H -5.56 -2.48 1.59
H 6.62 -0.40 -0.57
H 3.66 3.63 1.59
H 4.40 -3.51 -0.39
H -5.78 12.82 2.64
H 4.23 -0.89 2.99
H -1.61 -3.18 -2.71
H 1.75 -5.03 -5.77
H -3.24 5.03 2.15
H 1.54 11.76 1.49
H -4.12 3.98 -6.12
H 0.94 10.96 6.44
H 4.66 13.75 -1.80
```

Properties
E_LUMO = -0.1615 hartree
Total charge = +1